[1]
This record from the Open Molecules 2025 dataset describes the molecule C17H19BClNO3 in a non-equilibrium geometry. The level of theory is wB97M-V/def2-TZVPD.

Properties
Multiplicity   1
SMILES   CC(C)c1c(Oc2ccc(CN)cc2Cl)ccc2c1B(O)OC2
E_HOMO   -0.31708 Eh
Gap between HOMO and LUMO   9.23 eV

The geometry in XYZ format:
```
42
C17H19BClNO3 wB97M-V/def2-TZVPD
Cl 2.824 1.138 0.476
O 0.272 0.294 -0.713
O -0.883 -5.342 1.262
O -0.984 -5.134 -1.191
N 1.358 6.462 0.608
C -0.250 -2.060 -0.526
C -0.388 -3.145 0.300
C 0.499 5.632 1.388
C -0.377 -1.816 2.261
C 0.441 4.237 0.831
C 0.255 1.559 -0.111
C 1.436 2.122 0.414
C -0.625 -4.414 2.310
C 0.995 -2.125 -2.737
C -0.854 2.373 -0.104
C -0.321 -2.186 -2.026
C -0.433 -3.050 1.676
C 1.520 3.398 0.878
C -0.761 3.708 0.319
C -1.282 -1.172 -2.621
C -0.043 -0.803 0.083
C -0.186 -0.709 1.468
B -0.739 -4.609 0.081
H -0.756 -3.179 -2.200
H 2.452 3.810 1.197
H 1.690 -2.844 -2.358
H -1.448 -4.406 3.069
H -1.044 -0.150 -2.289
H -0.499 6.100 1.305
H -2.324 -1.360 -2.336
H -1.580 4.379 0.169
H 0.314 -4.733 2.767
H -1.782 2.014 -0.555
H 1.182 6.375 -0.396
H 0.791 5.632 2.459
H -0.448 -1.703 3.316
H -1.096 -6.106 -1.054
H 0.774 -2.316 -3.782
H 2.297 6.099 0.758
H -0.244 0.259 1.926
H -1.196 -1.101 -3.697
H 1.441 -1.128 -2.627
```

***

[2]
This record from the Open Molecules 2025 dataset describes a cluster of 3 separate species, C17H19BrCl2F7N2O10P2S3 in total in a non-equilibrium geometry. The level of theory is wB97M-V/def2-TZVPD.

Properties
Multiplicity   1
Net charge   +1
E_HOMO   -0.41740 Eh
Gap between HOMO and LUMO   8.67 eV

The geometry in XYZ format:
```
63
C17H19BrCl2F7N2O10P2S3 wB97M-V/def2-TZVPD
Br -1.405 -6.807 -1.272
Cl 2.682 -6.530 -1.495
Cl 2.014 -5.286 1.266
S 0.056 -2.877 2.562
S -3.475 -2.608 -0.956
S -1.546 0.712 -2.745
P -0.860 -0.963 -2.132
P -1.878 -5.301 0.301
F 0.225 5.625 1.029
F -4.214 -3.237 1.527
F 1.047 9.407 1.749
F -5.879 -1.330 0.844
F -4.965 -4.562 -0.035
F -6.943 -3.196 0.937
F -6.483 -2.329 -0.980
O -0.918 -5.759 1.518
O 4.447 6.794 0.602
O 0.924 -0.246 -0.070
O -3.364 -3.572 -2.011
O 1.274 4.222 -1.934
O 0.798 3.622 0.153
O 4.275 8.314 2.261
O 1.169 2.043 -1.412
O -3.877 -1.277 -1.255
O 2.494 7.838 1.012
N 0.474 -3.464 -0.164
N -1.156 -1.299 -0.439
C 0.715 -2.409 0.937
C 1.212 -4.590 -2.689
C 3.335 -2.094 1.016
C 1.664 -5.168 -1.375
C 2.140 -2.138 0.995
C 1.357 -4.664 -0.176
C 1.104 5.012 0.203
C 3.244 9.226 2.661
C -0.031 -1.068 0.482
C 0.934 5.431 -1.238
C -1.015 -3.776 -0.415
C -4.713 -3.297 0.279
C -1.859 -2.519 -0.090
C 3.816 7.578 1.230
C 1.089 3.192 -1.100
C 1.999 8.535 2.146
C -6.050 -2.498 0.249
H 2.113 5.144 0.595
H -0.103 5.691 -1.454
H 0.140 -4.691 -2.851
H 3.255 9.362 3.738
H 4.398 -2.050 0.955
H -1.404 -2.091 -2.776
H -1.110 -3.910 -1.491
H 1.589 6.245 -1.534
H 0.528 -1.115 -2.307
H 1.529 -3.545 -2.791
H 1.697 -5.124 -3.502
H 0.574 0.621 -0.378
H -0.434 -0.633 1.401
H 1.555 7.819 2.840
H -1.479 -6.125 2.218
H 0.801 -2.953 -0.996
H 3.392 10.186 2.165
H 1.211 -3.053 3.215
H -2.109 -2.461 0.977
```

***

[3]
This record from the Open Molecules 2025 dataset describes the molecule C17H19BrN2O2. The level of theory is wB97M-V/def2-TZVPD.

Properties
Multiplicity   1
SMILES   CCc1cc(C)cc(OCCNC(=O)c2cncc(Br)c2)c1
E_HOMO   -0.31221 Eh
Gap between HOMO and LUMO   8.75 eV

The geometry in XYZ format:
```
41
C17H19BrN2O2 wB97M-V/def2-TZVPD
Br -3.670 0.492 0.703
O 2.230 2.949 0.037
O 2.531 -1.292 0.551
N 1.789 1.295 1.507
N -1.752 3.993 -0.248
C -1.004 1.499 0.716
C -0.487 3.714 -0.001
C 1.338 -1.184 -0.122
C 3.463 -0.235 0.519
C -2.662 3.063 -0.038
C -1.962 -3.103 0.051
C -2.327 1.805 0.442
C -1.594 -4.106 1.136
C -0.047 2.483 0.489
C 0.367 -2.109 0.270
C 3.153 0.827 1.593
C -0.501 0.724 -2.809
C -0.878 -2.131 -0.333
C 1.426 2.270 0.644
C 1.051 -0.275 -1.128
C -0.203 -0.275 -1.732
C -1.151 -1.200 -1.333
H -1.573 0.829 -2.957
H 1.085 0.707 1.922
H -0.082 1.698 -2.560
H -2.260 -3.646 -0.850
H -0.750 0.507 1.058
H -2.437 -4.766 1.324
H 1.774 0.456 -1.458
H 0.230 4.498 -0.204
H 4.433 -0.690 0.737
H 0.631 -2.803 1.051
H -2.835 -2.529 0.376
H -3.686 3.326 -0.265
H 3.512 0.235 -0.466
H -0.058 0.401 -3.751
H 3.814 1.684 1.443
H -0.746 -4.715 0.831
H -2.125 -1.202 -1.801
H -1.347 -3.600 2.067
H 3.308 0.407 2.588
```

***

[4]
This record from the Open Molecules 2025 dataset describes the molecule C17H19ClO2 in a non-equilibrium geometry. The level of theory is wB97M-V/def2-TZVPD.

Properties
Multiplicity   1
SMILES   CC(=O)C(C)(C(C)=O)[C@@]1(c2ccc(Cl)cc2)C=CCC1
E_HOMO   -0.31512 Eh
Gap between HOMO and LUMO   9.25 eV

The geometry in XYZ format:
```
39
C17H19ClO2 wB97M-V/def2-TZVPD
Cl 0.319 5.178 1.990
O 2.173 -0.221 -1.721
O -1.737 1.267 -0.706
C 0.244 0.790 1.078
C 0.346 3.482 1.785
C -0.799 2.726 2.087
C 0.798 1.582 -2.246
C 1.473 -1.443 0.805
C 1.036 0.247 -1.645
C -2.690 -0.572 -1.771
C -1.550 0.123 -1.091
C -0.901 -1.510 1.205
C -0.137 -0.600 -0.964
C 1.446 1.491 0.970
C 1.503 2.849 1.307
C -0.825 1.371 1.766
C 0.146 -0.660 0.506
C 1.066 -2.835 1.304
C -0.113 -1.967 -1.672
C -0.392 -2.681 1.632
H 2.352 1.003 0.588
H 2.008 -0.936 1.614
H -1.672 3.203 2.514
H 1.241 -3.580 0.515
H 2.123 -1.478 -0.070
H -2.630 -0.390 -2.861
H -0.941 -3.469 2.151
H 1.163 1.575 -3.284
H -0.246 1.884 -2.223
H 0.823 -2.079 -2.228
H 2.414 3.423 1.148
H -0.942 -2.074 -2.380
H -2.731 -1.650 -1.576
H -3.615 -0.097 -1.407
H 1.389 2.316 -1.681
H 1.673 -3.133 2.166
H -1.714 0.791 2.019
H -1.930 -1.155 1.318
H -0.171 -2.772 -0.942
```

***

[5]
This record from the Open Molecules 2025 dataset describes a structure of composition C17H19CoN8O2S3. The level of theory is wB97M-V/def2-TZVPD.

Properties
Multiplicity   4
Net charge   -1
E_HOMO (alpha / beta)   -0.03800 / -0.07412 Eh
⟨S²⟩   3.81
Gap between HOMO and LUMO (alpha / beta)   3.34 / 4.32 eV

The geometry in XYZ format:
```
50
C17H19CoN8O2S3 wB97M-V/def2-TZVPD
Co -1.074 0.423 0.001
S -0.468 -0.707 4.554
S -2.963 1.917 -0.264
S -4.513 -2.862 0.051
O -0.652 -0.258 -2.165
O 1.109 -0.577 0.093
N 0.464 1.339 2.999
N -0.640 3.364 0.063
N 0.035 2.135 0.049
N 0.347 -1.035 -4.021
N -2.489 -1.307 0.174
N -2.573 4.559 0.009
N -1.056 -0.186 2.117
N -3.461 -1.313 -1.952
C 1.032 -1.980 -1.898
C -1.922 3.309 -0.058
C 1.356 2.349 -0.016
C -3.739 -2.650 1.580
C -1.795 -1.283 2.491
C 3.501 -0.790 -0.182
C 3.761 1.953 -0.150
C 2.375 -0.012 -0.068
C 4.881 1.171 -0.268
C -2.689 -1.815 1.446
C -3.403 -1.725 -0.643
C -1.615 -1.723 3.754
C 4.788 -0.229 -0.297
C -0.311 0.238 3.095
C 0.155 -1.013 -2.670
C 0.899 -1.884 -0.387
C 2.422 1.428 -0.063
H -0.116 -2.141 -0.084
H -2.056 -2.574 4.245
H -4.396 -1.225 -2.318
H 0.755 -2.993 -2.212
H -1.948 5.313 -0.242
H 1.583 -2.599 0.081
H 5.659 -0.861 -0.394
H 1.653 3.397 -0.042
H 2.066 -1.814 -2.209
H -0.298 -0.506 -4.583
H -2.911 -0.463 -2.076
H 3.864 3.033 -0.138
H 3.412 -1.869 -0.173
H -3.434 4.559 -0.516
H 0.503 1.743 2.060
H 1.299 1.391 3.553
H 0.877 -1.769 -4.453
H -4.126 -3.110 2.473
H 5.852 1.649 -0.345
```

***

[6]
This record from the Open Molecules 2025 dataset describes the molecule C17H19F3N2O2. The level of theory is wB97M-V/def2-TZVPD.

Properties
Multiplicity   1
SMILES   C[C@H]1CC[C@]2(CC1)NC(=O)N(Cc1cccc(C(F)(F)F)c1)C2=O
E_HOMO   -0.35719 Eh
Gap between HOMO and LUMO   10.39 eV

The geometry in XYZ format:
```
43
C17H19F3N2O2 wB97M-V/def2-TZVPD
F 6.255 -1.359 0.735
F 5.396 -1.996 -1.129
F 4.364 -2.380 0.716
O 0.059 3.404 -0.340
O 0.049 -0.693 1.644
N 0.322 1.438 0.857
N -1.372 1.611 -0.536
C 4.859 0.772 -1.008
C 5.088 -1.461 0.066
C 3.340 0.191 0.777
C -3.590 -1.939 -0.253
C -1.457 -0.828 -1.010
C -2.852 -1.278 -1.427
C 4.245 2.006 -1.121
C -0.303 0.231 0.957
C 3.189 2.337 -0.290
C 2.738 1.436 0.667
C -5.099 -1.879 -0.479
C 4.397 -0.133 -0.061
C -1.525 0.294 0.042
C 1.556 1.784 1.536
C -0.307 2.292 -0.062
C -3.195 -1.270 1.075
C -2.820 0.192 0.870
H -2.339 -1.780 1.517
H -2.677 0.688 1.832
H -2.774 -1.983 -2.257
H -3.620 0.716 0.342
H 1.529 2.858 1.735
H 4.591 2.711 -1.861
H -0.890 -0.470 -1.872
H -5.356 -2.310 -1.444
H -5.451 -0.849 -0.459
H 1.581 1.220 2.471
H -4.023 -1.340 1.781
H -3.295 -2.991 -0.206
H 2.981 -0.524 1.502
H 5.684 0.503 -1.650
H 2.699 3.294 -0.386
H -0.918 -1.674 -0.580
H -5.624 -2.435 0.294
H -2.015 2.008 -1.197
H -3.419 -0.417 -1.785
```

***

Q: Which E_tot values were calculated for the entries above? A: -38771.043 -206575.791 -95055.768 -34553.648 -104087.602 -33167.899, in eV.